[1]
The following is a DFT calculation (the ωB97M-V functional and the def2-TZVPD basis) of the molecule C4H10N2O.

CARTESIAN COORDINATES (ANGSTROEM)
O 1.56626 0.01741 1.33108
N 0.44136 -0.74748 -0.48471
N -1.57283 -1.85053 0.65293
C -0.95127 -1.26029 -0.55830
C 0.16449 1.65010 0.15735
C -0.07057 1.99485 -1.25510
C 0.75434 0.28162 0.44083
H 1.16661 -1.45165 -0.58560
H -0.81005 1.70454 0.78706
H -1.51994 -0.32695 -0.66349
H -1.34462 -2.93564 0.54186
H 0.66973 1.47148 -1.75062
H -0.99435 -1.90889 -1.51840
H -0.03665 3.00447 -1.65496
H 0.85435 2.44263 0.61136
H -0.95989 -1.49610 1.33473
H -1.01689 1.54522 -1.63674

Computed properties:
* ΔE to the lowest compared entry with this formula, charge and spin: 49.3 kcal per mole
* gap between HOMO and LUMO: 10.42 eV
* charge: 0
* SMILES string: CCC(=O)NCN



[2]
The following is a DFT calculation (the ωB97M-V functional and the def2-TZVPD basis) of the molecule C14H21NO3.

CARTESIAN COORDINATES (ANGSTROEM)
O 0.47115 0.49595 1.68518
O -1.57566 2.36946 0.56156
O -1.55943 1.38103 -1.48049
N 0.34435 2.14520 -0.63253
C -2.61171 -2.41764 0.31122
C 1.20770 2.47910 0.47324
C 1.60769 1.22019 1.28382
C 4.13446 -1.19425 -1.20426
C -2.95196 1.08953 -1.36765
C 1.96275 -0.68957 -0.32085
C 4.67527 -0.16562 -0.45036
C 2.49847 0.34262 0.43635
C -2.44181 -1.30196 -0.71931
C 2.77744 -1.45659 -1.13503
C -2.05228 -2.05638 1.68374
C -3.22223 -0.03675 -0.37104
C 3.86200 0.59895 0.36602
C -0.98767 1.98289 -0.42178
H -1.04029 -1.66625 1.59984
H 4.77118 -1.79203 -1.83954
H 2.17182 1.56063 2.16978
H -2.09418 -3.30583 -0.05963
H 0.90637 -0.89800 -0.25101
H 2.10101 2.97989 0.09599
H -3.25185 0.80512 -2.37836
H -2.02989 -2.93614 2.32303
H -3.67133 -2.66821 0.40306
H 0.74641 1.63276 -1.40262
H -0.23484 1.11511 1.91301
H -2.93776 0.31288 0.62085
H 5.73486 0.03897 -0.49616
H -2.76778 -1.66348 -1.69845
H -2.66722 -1.30463 2.17142
H -3.48546 1.99570 -1.06200
H 2.35032 -2.26030 -1.71672
H 4.28678 1.39764 0.95783
H -4.29416 -0.24187 -0.36845
H 0.64908 3.16416 1.11737
H -1.38156 -1.05230 -0.79705

Computed properties:
* ΔE to the lowest compared entry with this formula, charge and spin: 9.7 kcal per mole
* gap between HOMO and LUMO: 10.06 eV
* charge: 0
* SMILES string: CCCCCOC(=O)NC[C@@H](O)c1ccccc1



[3]
The following is a DFT calculation (the ωB97M-V functional and the def2-TZVPD basis) of a structure of composition C46H41BrCl4N10NaO10PS3Se.

CARTESIAN COORDINATES (ANGSTROEM)
Br -6.36067 0.35770 3.60601
Se 7.51049 -3.54268 -3.17981
Cl -2.38779 0.00983 -5.80125
Cl 0.04524 -4.45462 1.72009
Cl 0.13910 1.41578 -6.12488
Cl 0.01626 -1.46986 -6.46055
S 3.85263 -2.34458 1.04336
S -5.28098 -0.67146 -3.03379
S -2.51833 -2.30190 -1.85668
P -4.35354 -2.33210 -2.48451
Na 0.65442 -1.99792 -0.01672
O 4.94322 -2.53278 0.09034
O 2.98818 10.82002 4.91160
O 4.01556 -1.18494 1.90814
O -5.35255 -3.00891 -1.38752
O 1.00335 -5.08131 0.83276
O 0.72027 -3.90578 2.89006
O -4.40356 -3.44928 -3.68524
O -0.95416 -5.40764 2.13719
O -0.60956 -3.34500 1.00176
O 2.52591 -2.38089 0.39188
N -2.60865 -0.43615 0.95758
N 1.42773 -2.74126 -2.30897
N 5.91614 -4.35156 -2.99430
N 6.83055 -1.89493 -2.94490
N -0.34200 -0.47696 -3.01785
N 0.70522 0.05978 1.78631
N 2.41041 -0.24166 -1.97771
N 1.98406 4.53863 3.42082
N 1.05760 5.59743 1.70605
N -0.32821 1.34482 -0.38620
C 5.10740 0.35470 -2.22107
C 1.46699 2.13266 2.73207
C 3.91600 -3.75765 2.08829
C 2.75360 7.15564 4.62655
C 2.71948 9.55214 4.48033
C 0.93950 -3.97221 -2.26725
C 2.07013 7.04074 3.42912
C -4.80143 0.49502 1.22243
C 4.64679 -0.93638 -2.43773
C -3.77932 -0.70534 3.03331
C -5.74283 -5.16489 -4.61314
C -4.92359 -4.16984 -0.64708
C 1.92766 0.08166 3.85114
C -5.51406 -2.93534 -5.75735
C -0.88807 1.94396 -1.41696
C -2.68596 -0.90660 2.20006
C 0.28440 3.50463 0.47543
C -0.38870 -0.26475 -4.14301
C 0.92250 4.22986 1.54438
C 0.82325 1.40370 1.72707
C 2.85958 0.98636 -1.77744
C 0.23796 2.10397 0.56409
C -6.12177 -5.09336 -0.55462
C 2.03616 1.43902 3.81047
C 3.08390 8.40080 5.16289
C -0.64812 -0.08621 -5.56650
C 3.61663 -3.66258 -2.56114
C 3.28705 -1.19655 -2.29507
C 1.74115 -5.11429 -2.31433
C -4.83551 0.01803 2.51664
C -3.65201 0.23688 0.48304
C 2.75532 -2.58681 -2.40980
C 3.69482 10.95158 6.12869
C 2.03146 9.45062 3.27243
C 4.20412 1.33736 -1.88091
C -0.89050 3.33496 -1.59253
C -4.41551 -3.74303 0.71493
C 1.71337 8.21301 2.75747
C 5.04999 -3.41468 -2.75633
C 3.09236 -4.95151 -2.48485
C -5.60467 -3.66461 -4.42935
C 1.48463 3.56005 2.58779
C -0.28944 4.11955 -0.64130
C 1.69818 5.74160 2.83740
C 1.24466 -0.56771 2.81147
C 5.56084 -2.04759 -2.72600
H -5.84528 -6.02489 -0.05404
H -1.35463 3.76747 -2.46984
H -4.60409 -3.24313 -6.28096
H 3.82184 12.01735 6.29616
H -3.59273 0.55653 -0.55245
H -1.36045 1.29301 -2.14454
H -3.55490 -3.08549 0.60243
H -6.50844 -5.32661 -1.54814
H 1.75558 10.36049 2.75426
H 4.67725 10.47640 6.07230
H -5.63362 1.02903 0.78681
H -5.47454 -1.86046 -5.58481
H 2.37398 -0.50377 4.64307
H -6.92059 -4.61200 0.01617
H 2.57182 1.97534 4.58759
H 2.46337 4.38783 4.28960
H 3.61763 8.44683 6.10003
H 2.11043 1.72899 -1.51320
H -6.38125 -3.16872 -6.38318
H -6.45524 -3.28098 -3.85885
H -5.79937 -5.66695 -3.64675
H 3.13556 10.52022 6.96263
H 1.13104 -1.64777 2.83652
H 1.17745 8.12293 1.82144
H -3.80135 -1.10469 4.03736
H 3.67815 -4.63475 1.48622
H 4.52321 2.35009 -1.67174
H -6.64134 -5.40387 -5.18914
H -1.83538 -1.48759 2.54412
H -4.09919 -4.61304 1.29712
H -5.20722 -3.21431 1.25562
H 3.17129 -3.66101 2.87650
H 3.76554 -5.79691 -2.55270
H -4.86989 -5.55273 -5.14460
H 1.29419 -6.09371 -2.21993
H 6.16883 0.55401 -2.29787
H -0.14475 -4.03766 -2.20629
H -4.11503 -4.66306 -1.19272
H 3.05070 6.27166 5.17924
H 4.92862 -3.80920 2.48562
H -0.25194 5.19873 -0.72590

Computed properties:
* ΔE to the lowest compared entry with this formula, charge and spin: 0.0 kcal per mole
* gap between HOMO and LUMO: 5.36 eV
* charge: -2



[4]
The following is a DFT calculation (the ωB97M-V functional and the def2-TZVPD basis) of a cluster of 14 separate species, C9H46N18O14 in total.

CARTESIAN COORDINATES (ANGSTROEM)
O 16.72556 -24.68824 -8.31981
O 18.23004 -26.91856 -9.46695
O 16.28722 -23.78431 -11.50320
O 15.49711 -20.12143 -12.11976
O 11.44034 -22.71924 -15.50971
O 14.80036 -20.17462 -15.01891
O 13.39249 -29.35853 -14.03391
O 20.45846 -25.43504 -14.08741
O 17.46495 -20.82410 -14.50122
O 15.19696 -26.96686 -9.90387
O 18.44628 -20.34123 -11.71890
O 13.37285 -24.66946 -9.07359
O 15.57383 -25.69757 -16.04739
O 16.42508 -28.75075 -12.18329
N 15.75736 -25.58316 -12.64733
N 19.31371 -27.63690 -11.23997
N 20.06672 -21.10245 -10.36485
N 16.63935 -26.76498 -17.56296
N 14.16173 -22.75845 -9.85816
N 15.33361 -23.59421 -13.52180
N 13.63041 -22.54053 -15.79657
N 12.67729 -24.40720 -16.21683
N 19.69339 -23.42888 -13.77956
N 17.81289 -25.71523 -16.13021
N 19.10724 -24.98348 -12.36556
N 11.57406 -28.47895 -12.93578
N 16.12153 -28.38005 -14.31534
N 18.16246 -21.95615 -10.12021
N 13.59536 -28.40963 -11.95711
N 18.04325 -28.97203 -13.62190
N 12.97374 -22.72382 -8.15110
N 20.37158 -27.53473 -9.40653
C 12.88872 -28.81756 -13.00774
C 12.48821 -23.20848 -15.76670
C 19.75392 -24.67044 -13.46759
C 18.87452 -21.06041 -10.79373
C 15.82655 -24.28162 -12.51009
C 13.58862 -23.50202 -8.98802
C 16.80673 -28.62900 -13.30104
C 19.20680 -27.36850 -10.01878
C 16.61176 -26.00162 -16.53881
H 20.69368 -20.41993 -10.76633
H 14.42696 -19.52054 -15.60965
H 18.71038 -24.27303 -11.76734
H 15.80002 -27.09703 -18.01613
H 17.38961 -27.35085 -17.90056
H 14.50025 -22.93095 -16.12981
H 17.55741 -20.56217 -13.58521
H 11.36271 -27.84862 -12.17543
H 18.58311 -29.51127 -12.96018
H 15.11800 -28.44978 -14.40567
H 14.53151 -27.61727 -10.12835
H 20.01401 -28.31686 -11.49948
H 17.21423 -22.13503 -10.41844
H 13.15518 -28.29770 -11.05500
H 14.85787 -26.14463 -10.25769
H 14.66250 -23.14727 -10.64438
H 17.33765 -24.31711 -8.95529
H 18.64097 -26.04756 -16.60343
H 16.15304 -26.16204 -11.92040
H 14.87262 -24.09845 -14.26566
H 20.95973 -28.30013 -9.70373
H 20.30572 -21.89480 -9.78591
H 14.75700 -19.76866 -14.15315
H 14.57729 -28.64187 -12.00156
H 17.90807 -25.18961 -15.27302
H 20.41007 -27.18146 -8.46112
H 16.44041 -20.28333 -12.13356
H 18.79833 -23.02612 -13.54133
H 11.14195 -28.32211 -13.83510
H 14.54844 -21.88251 -9.53679
H 18.25805 -29.10718 -14.59950
H 13.73367 -21.56752 -15.54616
H 18.53433 -27.46337 -11.85847
H 15.23228 -25.87274 -13.46006
H 15.09538 -22.61439 -13.46448
H 12.31123 -23.19457 -7.55145
H 15.29586 -19.95360 -11.19913
H 19.29179 -25.94157 -12.10459
H 13.06197 -21.71772 -8.14222
H 13.63648 -24.72329 -16.20527
H 11.88994 -25.03669 -16.15411
H 16.51984 -20.89032 -14.63766
H 20.20610 -23.01570 -14.54540
H 18.57831 -22.57756 -9.44122
H 16.70228 -28.40259 -15.14136
H 16.46594 -23.94553 -7.77464

Computed properties:
* gap between HOMO and LUMO (alpha / beta): 8.05 / 2.40 eV
* charge: +1
* spin multiplicity: 2



[5]
The following is a DFT calculation (the ωB97M-V functional and the def2-TZVPD basis) of a structure of composition C28H54FeN5O2P2S2Sb.

CARTESIAN COORDINATES (ANGSTROEM)
Sb -3.02452 -0.34415 4.31620
Fe -1.36426 1.26896 1.01860
S -2.44352 -2.59871 -1.33614
S -2.45993 3.76684 -2.78517
P 1.38009 -3.66764 -1.79858
P 2.15023 1.18080 -2.82968
O 1.65801 0.27534 -1.78409
O 2.21815 2.68802 -2.75112
N 0.46004 2.03173 -4.60712
N -1.66283 -0.43217 -0.30160
N 0.59333 1.17613 1.83485
N 4.51949 1.30309 -1.85402
N -1.68452 2.26069 -0.85389
C 1.30375 2.33341 1.25486
C -0.72107 2.43900 3.52900
C -0.57023 3.49737 4.43320
C -2.39888 -2.30103 4.76648
C -1.69996 4.23990 4.74209
C 2.95143 -2.76803 -2.22446
C -2.16426 -0.04191 -1.55466
C -2.92931 4.05721 4.05777
C 0.39368 1.49437 3.27799
C -5.13383 -0.01727 3.84668
C -1.29277 -2.37041 1.20696
C -1.78610 3.52927 -1.19816
C -1.42612 4.69831 -0.32482
C -2.55975 2.02253 -3.00559
C 3.93604 0.71654 -3.13096
C 3.98726 -2.53065 -1.09505
C -1.96661 2.15555 2.85207
C -1.76601 -1.72078 -0.06461
C 0.97544 -3.16379 -4.67499
C 0.33721 -3.16548 -3.27029
C -2.09393 1.40283 -1.89251
C 1.33724 -0.02920 1.53895
C -3.05140 3.08656 3.10758
C -2.58229 -1.15594 -2.26425
C -2.93534 0.70839 6.10492
C 1.71954 -5.42178 -2.11352
C 1.31132 0.84580 -4.41198
C 2.99348 -5.88345 -1.47866
H 3.64659 -3.06665 -0.21044
H -5.47062 1.03870 4.10081
H 1.24924 -0.27498 0.44567
H 1.45079 2.26989 0.16225
H 4.08381 0.93211 -1.01601
H 0.33677 -2.80443 -5.50051
H 5.02023 -2.68948 -1.43536
H -1.12950 -1.68922 2.03075
H 2.91967 -5.60068 -0.43340
H -3.95380 0.90070 6.46887
H -0.62810 -3.68674 -3.23654
H 0.90389 -6.01145 -1.67448
H 2.04467 0.81461 -5.24679
H 0.75261 3.25724 1.43305
H 2.60218 -1.78616 -2.59209
H -3.29081 -2.92782 4.67236
H 1.31777 1.91457 3.66082
H -2.15445 5.48567 -0.39590
H 3.41354 -3.25598 -3.11967
H 2.34502 0.12709 1.88991
H -1.67005 4.99398 5.49157
H 4.09205 -0.36749 -3.19585
H 0.99729 2.88466 -4.27734
H -2.99706 1.54624 -3.88832
H 2.26987 2.48702 1.73909
H -0.33959 -2.95388 1.09367
H 1.83688 -2.52175 -4.59005
H 4.29353 2.28591 -1.84223
H -2.94430 -1.18810 -3.26819
H -5.67490 -0.71439 4.50590
H 0.27780 0.55543 3.82137
H -3.97988 3.08453 2.52292
H 4.01199 -1.48440 -0.76559
H -0.49163 5.18992 -0.58961
H 3.04692 -6.96079 -1.57665
H -1.49792 4.42514 0.72535
H 4.28836 1.26165 -4.02678
H -2.08154 -3.00306 1.53590
H 5.52249 1.27308 -1.77142
H 3.90589 -5.42085 -1.86760
H -5.44840 -0.17814 2.83536
H -2.39315 1.65496 6.00081
H 0.90572 -0.83736 2.18341
H -0.40320 1.89911 -4.06903
H -2.30231 0.08099 6.85680
H 1.60618 -5.63506 -3.16324
H 0.66665 -0.00087 -4.47513
H 0.15608 2.18124 -5.61491
H 0.28973 3.54705 5.03832
H 0.12807 -2.09173 -3.04692
H -1.65761 -2.68248 4.08175
H -3.69127 4.73168 4.41136
H -2.03910 -2.37960 5.80494
H 1.34858 -4.17586 -4.90526

Computed properties:
* ΔE to the lowest compared entry with this formula, charge and spin: 24.7 kcal per mole
* gap between HOMO and LUMO (alpha / beta): 7.05 / 5.19 eV
* charge: +3
* spin multiplicity: 6



| no. | E_tot (hartree) | strongest force on any atom (hartree/bohr) |
| --- | --- | --- |
| 1 | -343.12291 | 0.09355 |
| 2 | -826.58163 | 0.01296 |
| 3 | -11592.01906 | 0.04222 |
| 4 | -2409.39382 | 0.14803 |
| 5 | -4505.70277 | 0.04936 |